1.
This record from OMol25 describes C34H45Ge2N2O3S6Sr as an isolated structure in a non-equilibrium geometry. The level of theory is ωB97M-V/def2-TZVPD.

Element x y z (Å)
Sr  0.34  -0.33  -0.14
C  1.87  4.84  1.96
C  1.53  3.39  1.65
Ge  0.64  3.24  -0.10
C  1.84  3.00  -1.63
C  2.26  4.36  -2.21
C  -0.48  4.82  -0.26
C  -1.78  4.47  -0.17
Ge  -1.74  2.52  -0.13
C  -2.47  1.65  -1.74
C  -3.93  1.96  -2.06
C  -2.34  1.67  1.54
C  -3.75  1.98  2.04
C  -2.94  5.40  -0.15
C  -2.75  6.78  -0.25
C  -3.83  7.65  -0.22
C  -5.12  7.16  -0.10
C  -5.32  5.79  -0.01
C  -4.24  4.93  -0.03
H  2.38  4.93  2.92
H  0.97  5.47  2.02
H  2.52  5.28  1.21
H  0.87  2.99  2.42
H  2.43  2.77  1.64
H  1.34  2.41  -2.41
H  2.71  2.44  -1.30
H  1.41  4.91  -2.60
H  2.98  4.23  -3.02
H  2.74  4.98  -1.45
H  -0.16  5.86  -0.32
H  -2.33  0.57  -1.66
H  -1.84  1.98  -2.58
H  -4.60  1.64  -1.25
H  -4.25  1.44  -2.96
H  -4.10  3.02  -2.21
H  -1.61  1.96  2.31
H  -2.25  0.58  1.44
H  -3.88  3.05  2.21
H  -3.97  1.47  2.98
H  -4.52  1.68  1.32
H  -1.75  7.19  -0.35
H  -3.66  8.72  -0.30
H  -5.96  7.84  -0.08
H  -6.32  5.39  0.09
H  -4.42  3.86  0.04
C  -4.08  -2.13  -0.07
S  -2.42  -2.09  0.56
O  -1.62  -1.44  -0.58
C  -2.04  -3.82  0.54
C  -1.80  -4.44  1.76
C  -1.49  -5.80  1.75
C  -1.41  -6.49  0.55
C  -1.63  -5.84  -0.65
C  -1.95  -4.49  -0.67
H  -4.04  -2.53  -1.09
H  -4.48  -1.12  -0.07
H  -4.68  -2.77  0.57
H  -1.86  -3.89  2.69
H  -1.31  -6.31  2.69
H  -1.15  -7.54  0.56
H  -1.54  -6.37  -1.58
H  -2.10  -3.97  -1.60
O  1.97  -8.52  -1.88
C  3.09  -7.69  -1.79
N  2.96  -6.70  -0.73
C  2.04  -5.73  -0.86
O  1.33  -5.64  -1.86
C  1.91  -4.72  0.24
C  2.44  -4.84  1.51
C  2.24  -3.81  2.42
C  1.50  -2.72  2.03
N  0.99  -2.58  0.80
C  1.20  -3.56  -0.07
H  1.29  -8.00  -2.32
H  3.26  -7.16  -2.73
H  3.95  -8.32  -1.56
H  3.52  -6.78  0.10
H  3.02  -5.70  1.81
H  2.64  -3.87  3.42
H  1.33  -1.90  2.72
H  0.80  -3.47  -1.07
C  6.30  2.06  0.84
S  5.62  1.85  -0.83
C  5.25  0.14  -0.78
C  4.20  -0.44  -0.16
S  2.96  0.29  0.82
S  4.14  -2.17  -0.30
C  5.54  -2.43  -1.28
S  5.97  -3.92  -1.82
S  6.34  -0.94  -1.63
H  6.52  3.12  0.95
H  7.22  1.50  0.96
H  5.56  1.77  1.58

Values from the calculation:
Energy relative to the best compared isomer or geometry (same formula, charge and spin)   8.3 kcal/mol
Kohn-Sham gap   6.6 eV
Lowest unoccupied orbital energy   -0.1071 Eh
Total charge   +1
Multiplicity   1



2.
This record from OMol25 describes a 8-piece molecular cluster, C42H106F3N7O8S overall in a non-equilibrium geometry. The level of theory is ωB97M-V/def2-TZVPD.

Element x y z (Å)
C  -11.04  -17.14  7.33
N  -11.11  -16.80  8.74
C  -9.77  -16.94  9.29
C  -11.67  -15.45  8.91
C  -12.14  -17.72  9.46
C  -11.85  -19.20  9.57
O  -11.75  -19.84  8.33
H  -10.40  -16.41  6.83
H  -12.04  -17.27  6.86
H  -10.58  -18.10  7.26
H  -9.44  -17.95  9.00
H  -9.71  -16.87  10.36
H  -9.14  -16.15  8.87
H  -10.93  -14.74  8.42
H  -11.74  -15.25  10.00
H  -12.65  -15.32  8.40
H  -13.08  -17.59  8.94
H  -12.27  -17.39  10.49
H  -12.66  -19.50  10.24
H  -10.97  -19.40  10.16
H  -11.64  -20.80  8.41
C  -16.65  -16.33  13.89
N  -15.60  -16.91  14.83
C  -16.20  -17.20  16.16
C  -15.04  -18.16  14.26
C  -14.55  -15.87  15.05
C  -13.49  -15.59  13.97
O  -12.45  -16.47  13.87
H  -16.10  -16.18  12.96
H  -17.09  -15.44  14.36
H  -17.39  -17.14  13.77
H  -16.63  -16.24  16.49
H  -15.43  -17.47  16.83
H  -16.94  -18.00  16.16
H  -15.95  -18.78  14.08
H  -14.22  -18.59  14.84
H  -14.60  -17.96  13.27
H  -13.88  -16.18  15.86
H  -15.11  -15.00  15.38
H  -13.23  -14.58  14.31
H  -13.91  -15.44  12.96
H  -11.92  -16.48  14.67
C  -20.02  -11.36  10.53
N  -21.13  -10.48  10.55
C  -22.34  -11.22  10.01
C  -21.46  -9.98  11.90
C  -20.86  -9.21  9.69
C  -20.21  -9.38  8.33
O  -21.06  -9.78  7.27
H  -19.15  -10.78  10.75
H  -19.91  -11.94  9.61
H  -20.16  -12.13  11.28
H  -22.01  -11.60  9.03
H  -23.20  -10.55  9.86
H  -22.57  -11.96  10.79
H  -22.43  -9.43  11.87
H  -20.60  -9.36  12.14
H  -21.59  -10.83  12.54
H  -20.24  -8.51  10.29
H  -21.80  -8.72  9.54
H  -19.38  -10.12  8.34
H  -19.74  -8.40  8.15
H  -21.32  -9.00  6.79
C  -20.93  -12.09  1.74
N  -20.05  -11.02  2.26
C  -18.72  -11.19  1.69
C  -20.62  -9.67  1.85
C  -19.97  -11.03  3.77
C  -19.80  -12.33  4.46
O  -18.64  -13.06  4.05
H  -20.78  -12.18  0.64
H  -21.93  -11.68  1.87
H  -20.73  -13.03  2.22
H  -18.17  -12.00  2.16
H  -18.07  -10.32  1.79
H  -18.84  -11.40  0.63
H  -19.92  -8.90  2.18
H  -21.65  -9.56  2.23
H  -20.77  -9.60  0.75
H  -20.90  -10.59  4.07
H  -19.21  -10.32  4.06
H  -20.64  -13.01  4.38
H  -19.70  -12.06  5.53
H  -18.52  -13.79  4.69
C  -15.27  -23.59  5.52
N  -15.24  -22.20  5.04
C  -14.92  -21.31  6.18
C  -14.12  -22.08  4.08
C  -16.60  -21.84  4.38
C  -16.92  -20.39  4.24
O  -15.97  -19.67  3.45
H  -14.26  -23.87  5.76
H  -15.56  -24.25  4.72
H  -15.99  -23.70  6.34
H  -15.77  -21.19  6.81
H  -14.71  -20.35  5.79
H  -14.14  -21.78  6.78
H  -14.29  -22.80  3.26
H  -13.16  -22.35  4.56
H  -14.09  -21.05  3.71
H  -17.38  -22.33  4.96
H  -16.42  -22.26  3.41
H  -17.06  -19.84  5.17
H  -17.88  -20.31  3.76
H  -15.76  -18.85  3.88
C  -15.09  -15.45  1.06
C  -14.23  -15.67  -0.19
C  -15.00  -15.12  -1.39
N  -14.34  -15.23  -2.71
C  -12.98  -14.57  -2.73
C  -15.11  -14.83  -3.92
C  -14.61  -15.62  -5.14
C  -13.88  -16.83  -4.49
C  -14.15  -16.75  -2.99
H  -16.07  -15.95  1.00
H  -15.31  -14.40  1.20
H  -14.55  -15.75  1.94
H  -14.04  -16.72  -0.34
H  -13.33  -15.11  -0.07
H  -15.18  -14.06  -1.32
H  -15.94  -15.63  -1.54
H  -12.62  -14.52  -3.77
H  -12.23  -15.11  -2.13
H  -13.08  -13.57  -2.35
H  -15.07  -13.75  -4.02
H  -16.15  -15.04  -3.72
H  -13.96  -15.01  -5.73
H  -15.41  -15.86  -5.85
H  -12.79  -16.75  -4.63
H  -14.14  -17.83  -4.87
H  -13.33  -17.14  -2.37
H  -15.07  -17.34  -2.78
C  -25.11  -22.27  10.87
C  -24.93  -21.04  10.00
C  -25.03  -21.49  8.53
N  -25.03  -20.36  7.49
C  -26.12  -19.35  7.68
C  -25.16  -20.98  6.14
C  -24.62  -20.01  5.15
C  -23.36  -19.43  5.94
C  -23.68  -19.71  7.42
H  -26.03  -22.86  10.73
H  -24.97  -22.02  11.94
H  -24.32  -23.00  10.67
H  -23.94  -20.53  10.05
H  -25.71  -20.31  10.18
H  -25.98  -22.03  8.33
H  -24.24  -22.19  8.31
H  -26.02  -18.82  8.61
H  -27.05  -19.90  7.67
H  -26.13  -18.65  6.84
H  -26.18  -21.26  6.05
H  -24.60  -21.93  6.11
H  -25.31  -19.23  4.85
H  -24.24  -20.54  4.30
H  -23.24  -18.35  5.76
H  -22.49  -19.97  5.62
H  -23.77  -18.81  8.06
H  -22.90  -20.36  7.85
C  -18.55  -17.14  7.56
F  -19.23  -17.64  6.46
F  -19.55  -16.58  8.35
F  -18.19  -18.23  8.25
S  -17.17  -16.05  7.14
O  -17.88  -15.10  6.35
O  -16.71  -15.63  8.43
O  -16.36  -17.00  6.40

Values from the calculation:
Kohn-Sham gap   9.7 eV
Lowest unoccupied orbital energy   -0.3457 Eh
Total charge   +6
Multiplicity   1



3.
This record from OMol25 describes C31H39FIN6O5Ru as an isolated structure. The level of theory is ωB97M-V/def2-TZVPD.

Element x y z (Å)
Ru  -2.20  -0.43  0.04
N  -3.37  -1.10  1.29
C  -3.50  -0.62  2.55
C  -2.41  -0.25  3.38
C  -2.61  0.22  4.67
C  -3.89  0.34  5.21
C  -4.97  -0.04  4.41
C  -4.79  -0.51  3.13
H  -1.40  -0.36  2.98
H  -1.74  0.48  5.27
H  -4.03  0.71  6.22
H  -5.98  0.04  4.81
H  -5.64  -0.80  2.52
N  -1.90  -0.92  -3.79
C  -2.23  0.25  -3.06
O  -2.77  -0.01  -1.89
C  -2.05  1.49  -3.57
I  2.42  -1.21  -4.29
H  -1.76  -1.70  -3.16
H  -1.10  -0.79  -4.39
H  -2.32  2.35  -2.97
H  -1.63  1.61  -4.56
C  -2.16  -4.28  0.72
C  -1.58  -4.33  -0.70
C  -2.53  -3.67  -1.70
C  -0.16  -3.80  -0.76
C  0.83  -4.67  -1.19
C  2.18  -4.31  -1.22
C  2.52  -3.04  -0.78
C  1.58  -2.13  -0.35
C  2.07  -0.81  0.20
C  1.88  -0.72  1.72
C  1.45  0.45  -0.43
C  0.18  -2.47  -0.37
N  -0.73  -1.56  -0.02
H  -3.13  -4.77  0.75
H  -2.29  -3.26  1.07
H  -1.49  -4.80  1.42
H  -1.51  -5.39  -0.98
H  -2.70  -2.62  -1.47
H  -3.50  -4.17  -1.69
H  -2.12  -3.74  -2.72
H  0.54  -5.67  -1.50
H  2.93  -5.00  -1.58
H  3.57  -2.74  -0.78
H  3.14  -0.78  -0.01
H  0.82  -0.74  1.96
H  2.31  0.21  2.11
H  2.37  -1.56  2.22
H  0.51  0.68  0.07
H  0.37  -0.34  -2.01
H  2.11  1.30  -0.29
C  3.32  2.04  -4.35
C  2.87  1.74  -2.91
C  4.13  1.42  -2.08
C  2.16  3.01  -2.39
C  1.84  0.63  -2.91
N  1.16  0.28  -1.85
H  3.87  2.99  -4.36
H  2.46  2.12  -5.01
H  3.97  1.26  -4.74
H  4.93  2.11  -2.34
H  4.47  0.40  -2.29
H  3.95  1.50  -1.01
H  2.87  3.84  -2.40
H  1.78  2.91  -1.38
H  1.32  3.25  -3.04
F  0.54  1.31  4.97
C  0.87  2.07  3.91
C  -0.05  2.50  3.04
N  0.28  3.29  1.96
C  -0.80  3.81  1.11
C  -1.66  2.76  0.39
O  -2.43  3.20  -0.45
O  -1.50  1.56  0.80
C  1.58  3.61  1.67
O  1.94  4.27  0.72
N  2.50  3.14  2.60
C  2.28  2.39  3.75
O  3.19  2.08  4.49
H  -1.09  2.23  3.14
H  -0.35  4.47  0.38
H  -1.47  4.40  1.74
H  3.46  3.38  2.40

Values from the calculation:
Energy relative to the best compared isomer or geometry (same formula, charge and spin)   63.4 kcal/mol
Kohn-Sham gap (alpha / beta)   4.9 / 5.3 eV
Lowest unoccupied orbital energy (alpha / beta)   0.1482 / 0.1437 Eh
Total charge   -2
Multiplicity   6